{
  "formula": "CH9NO3",
  "method": "ωB97M-V/def2-TZVPD",
  "homo_ev": [-14.9, -14.9],
  "multiplicity": 2,
  "gap_ev": [11.385, 5.851],
  "relative_energy_kcal_mol": 0.0,
  "total_charge": 1,
  "lumo_ev": [-3.5, -9.0],
  "symbols": ["N", "C", "O", "H", "H", "H", "H", "H", "H", "H", "O", "H", "H", "O"],
  "xyz": [[0.8786, -0.3579, -0.6438], [-0.1659, -1.0350, -1.3721], [-1.3760, -0.8547, -0.7765], [0.6747, -0.1059, 0.3468], [1.2274, 0.5307, -1.0295], [0.1774, -2.0774, -1.5263], [-0.0324, -0.6487, -2.3975], [-1.6445, -1.6701, -0.3324], [-2.5601, 2.0334, 0.2900], [-1.5070, 1.2666, -0.3794], [-1.6059, 2.0018, 0.2573], [1.5602, 0.6383, 3.0965], [2.6063, -0.0932, 2.2868], [1.7672, 0.3722, 2.1802]],
  "atomic_forces_ev_per_a": [[-1.26, 2.30, 1.23], [1.58, -0.89, -1.27], [0.27, -0.15, 0.00], [0.33, -0.79, 0.27], [0.82, -0.63, -0.48], [-0.32, -0.02, 0.36], [-0.90, 0.23, 0.13], [-0.31, 0.02, 0.07], [-0.56, 0.45, 0.36], [0.03, 0.57, 0.46], [0.44, -0.99, -0.80], [-0.14, -0.01, -0.65], [0.00, 0.03, -0.11], [0.02, -0.14, 0.44]],
  "mulliken_spin": [0.839, -0.013, 0.106, -0.019, -0.012, 0.059, 0.048, -0.006, 0.000, -0.002, 0.001, 0.000, 0.000, 0.000]
}



{
  "formula": "CH9NO5",
  "method": "ωB97M-V/def2-TZVPD",
  "homo_ev": -10.8,
  "smiles": "NC(=O)O.O.O.O",
  "multiplicity": 1,
  "gap_ev": 11.222,
  "relative_energy_kcal_mol": 3.6,
  "lumo_ev": 0.4,
  "symbols": ["N", "C", "O", "O", "H", "H", "H", "O", "H", "H", "O", "H", "H", "O", "H", "H"],
  "xyz": [[-1.8672, -0.0620, 0.9051], [-2.0398, -0.6570, -0.2854], [-2.8089, -0.3283, -1.1488], [-1.1396, -1.6940, -0.4429], [-1.0839, -0.3456, 1.4663], [-2.3862, 0.7375, 1.2042], [-1.6109, -2.3850, -0.9387], [2.9225, 0.0443, 0.4629], [3.8053, -0.0375, 0.0773], [2.3528, 0.2286, -0.2997], [0.8503, 0.1859, -1.5449], [0.2714, -0.4833, -1.1325], [0.2647, 0.7270, -2.0920], [0.6761, 1.5023, 1.5583], [1.5406, 1.0644, 1.5111], [0.2527, 1.5026, 0.6996]],
  "atomic_forces_ev_per_a": [[0.55, -0.44, 0.30], [-0.09, 0.44, -0.05], [-0.32, -0.22, -0.12], [-0.41, -0.27, 0.24], [0.02, 0.05, 0.21], [-0.19, 0.21, -0.31], [0.36, 0.33, -0.18], [0.24, 0.00, -0.26], [-0.19, 0.03, 0.26], [-0.08, -0.05, -0.09], [-0.40, -0.05, 0.22], [0.29, 0.11, -0.37], [0.17, -0.14, 0.10], [-0.16, 0.06, 0.82], [-0.21, 0.11, -0.45], [0.43, -0.16, -0.32]],
  "nbo_charge": [-0.832, 0.858, -0.625, -0.742, 0.423, 0.416, 0.510, -0.979, 0.477, 0.498, -0.980, 0.494, 0.487, -0.978, 0.503, 0.471]
}



{
  "formula": "CH9NO5",
  "method": "ωB97M-V/def2-TZVPD",
  "homo_ev": -10.8,
  "smiles": "NC(=O)O.O.O.O",
  "multiplicity": 1,
  "gap_ev": 11.141,
  "relative_energy_kcal_mol": 27.0,
  "lumo_ev": 0.3,
  "symbols": ["N", "C", "O", "O", "H", "H", "H", "O", "H", "H", "O", "H", "H", "O", "H", "H"],
  "xyz": [[-2.2219, -1.7334, -0.2808], [-0.8864, -1.9968, -0.2693], [-0.0791, -1.3253, 0.4534], [-0.5053, -2.8607, -1.2422], [-2.5338, -0.7577, -0.0898], [-2.6773, -2.3329, -0.9558], [0.3943, -2.7547, -1.2140], [1.1188, 3.4184, 2.4865], [1.6831, 4.1651, 2.1354], [1.0423, 2.8397, 1.7420], [-1.9294, 1.3286, 0.7856], [-1.2473, 0.5840, 0.8361], [-2.5891, 1.1255, 1.4969], [3.3097, 0.5031, -1.9505], [3.2087, -0.2038, -2.5597], [3.9127, 0.0009, -1.3738]],
  "atomic_forces_ev_per_a": [[0.26, -0.40, -0.15], [1.26, 3.90, 1.59], [-2.07, -2.48, -2.27], [-3.40, 0.03, 1.10], [0.36, -1.35, -0.21], [-0.59, 0.67, 0.06], [3.99, -0.13, -0.17], [1.15, 1.89, 0.02], [-0.98, -1.25, 0.68], [-0.20, -0.65, -0.70], [0.21, -1.87, 0.74], [-1.05, 1.33, 0.14], [1.05, 0.29, -0.82], [0.89, -0.24, 1.17], [-0.79, -0.66, -1.64], [-0.10, 0.91, 0.47]],
  "nbo_charge": [-0.849, 0.871, -0.686, -0.669, 0.436, 0.399, 0.495, -0.937, 0.466, 0.471, -0.963, 0.493, 0.472, -0.915, 0.455, 0.460]
}



{
  "formula": "CH9NO5",
  "method": "ωB97M-V/def2-TZVPD",
  "homo_ev": -10.6,
  "smiles": "NC(=O)O.O.O.O",
  "multiplicity": 1,
  "gap_ev": 10.981,
  "relative_energy_kcal_mol": 9.7,
  "lumo_ev": 0.4,
  "symbols": ["N", "C", "O", "O", "H", "H", "H", "O", "H", "H", "O", "H", "H", "O", "H", "H"],
  "xyz": [[-1.2799, -1.4355, 0.7910], [-0.3375, -2.1598, 0.1252], [-0.3313, -3.3541, -0.0589], [0.6616, -1.3634, -0.3297], [-1.6058, -0.5017, 0.5752], [-1.9565, -1.9204, 1.3532], [1.3017, -2.0795, -0.5644], [1.0634, 2.4888, -1.2872], [1.8056, 2.1698, -1.8068], [1.3924, 2.5518, -0.3801], [1.5386, 0.8294, 1.2507], [2.1719, 0.1432, 1.4861], [0.7299, 0.3416, 1.0343], [-1.9163, 1.3355, -0.4178], [-1.8247, 0.8093, -1.2183], [-1.4129, 2.1449, -0.5524]],
  "atomic_forces_ev_per_a": [[-0.71, -0.03, 0.60], [-0.92, 0.42, -0.05], [0.11, 0.10, 0.48], [0.67, -1.33, -0.21], [0.83, 0.25, -0.30], [0.07, -0.55, -0.30], [-0.17, 1.05, -0.32], [-0.18, 0.26, 0.09], [0.01, -0.04, 0.07], [0.03, -0.30, -0.11], [-0.12, 0.10, 0.19], [-0.08, 0.08, -0.03], [0.33, 0.13, -0.06], [-0.26, -0.30, 0.29], [0.16, 0.31, -0.15], [0.22, -0.14, -0.20]],
  "nbo_charge": [-0.879, 0.870, -0.633, -0.703, 0.432, 0.402, 0.504, -0.964, 0.473, 0.491, -0.959, 0.470, 0.488, -0.966, 0.478, 0.498]
}



{
  "formula": "CH9O4",
  "method": "ωB97M-V/def2-TZVPD",
  "homo_ev": -4.4,
  "multiplicity": 1,
  "gap_ev": 8.586,
  "relative_energy_kcal_mol": 8.9,
  "total_charge": -1,
  "lumo_ev": 4.2,
  "symbols": ["C", "O", "H", "H", "H", "H", "H", "O", "H", "H", "O", "H", "H", "O"],
  "xyz": [[1.1109, 1.0447, -1.3676], [-0.0541, 0.3044, -1.4718], [1.8037, 0.5468, -0.6287], [1.7135, 0.9474, -2.2864], [0.9690, 2.0707, -1.0330], [-0.7141, 0.7106, 1.9156], [-0.0089, -0.5751, 1.9687], [-0.0503, 0.2368, 2.4876], [1.4987, -1.9560, -0.1802], [0.1976, -1.0258, -0.6098], [0.5254, -1.8864, -0.1907], [-0.8994, 0.5758, -0.4458], [-1.9046, -0.4833, 0.1933], [-1.6785, 0.4379, 0.3565]],
  "atomic_forces_ev_per_a": [[0.73, -1.91, 0.44], [-0.22, 0.57, 0.12], [-0.24, 0.57, 0.02], [-0.18, 0.70, -0.23], [0.05, 0.40, -0.20], [0.51, -0.55, 0.38], [0.27, -0.14, -0.02], [-0.54, 0.47, -0.23], [-0.99, 0.57, -0.23], [0.90, -0.03, -0.50], [0.27, -0.70, 0.61], [-0.74, -0.51, 0.25], [-0.08, 0.03, 0.16], [0.25, 0.53, -0.57]],
  "nbo_charge": [-0.228, -0.903, 0.114, 0.127, 0.138, 0.505, 0.476, -1.008, 0.454, 0.510, -1.038, 0.493, 0.448, -1.089]
}



{
  "formula": "CH9O4",
  "method": "ωB97M-V/def2-TZVPD",
  "homo_ev": -4.2,
  "multiplicity": 1,
  "gap_ev": 8.414,
  "relative_energy_kcal_mol": 6.2,
  "total_charge": -1,
  "lumo_ev": 4.2,
  "symbols": ["C", "O", "H", "H", "H", "H", "H", "O", "H", "H", "O", "H", "H", "O"],
  "xyz": [[-0.2853, 1.7416, -0.7598], [-0.3512, 0.5182, -0.1343], [0.3365, 2.4839, -0.2182], [0.2538, 1.6556, -1.7246], [-1.2442, 2.2273, -0.9602], [0.3675, -2.1037, 1.0205], [0.6110, -2.4727, -0.3724], [0.5102, -2.9071, 0.5043], [0.1456, -0.3973, -1.0183], [0.6245, -0.7750, -2.4676], [0.5401, -1.2290, -1.6241], [0.0750, 0.2097, 3.0512], [-0.7781, 0.5126, 1.8635], [-0.8054, 0.5359, 2.8401]],
  "atomic_forces_ev_per_a": [[1.01, -0.18, 0.09], [-0.24, 0.13, 0.27], [-0.17, 0.06, 0.20], [-0.20, 0.11, -0.28], [-0.39, 0.05, -0.05], [-0.13, -0.18, 0.24], [-0.04, -0.39, -0.05], [0.14, 0.49, -0.15], [-0.10, -0.59, 0.62], [0.16, -0.42, -0.15], [-0.11, 0.89, -0.34], [-0.04, 0.04, 0.14], [-0.10, 0.14, -0.53], [0.22, -0.14, -0.02]],
  "nbo_charge": [-0.212, -0.939, 0.113, 0.105, 0.117, 0.462, 0.509, -0.993, 0.498, 0.448, -1.086, 0.451, 0.513, -0.986]
}



{
  "formula": "CH9O4",
  "method": "ωB97M-V/def2-TZVPD",
  "homo_ev": [-11.1, -11.1],
  "multiplicity": 2,
  "gap_ev": [11.560, 7.255],
  "relative_energy_kcal_mol": 16.5,
  "lumo_ev": [0.5, -3.8],
  "symbols": ["C", "O", "H", "H", "H", "H", "H", "O", "H", "H", "O", "H", "H", "O"],
  "xyz": [[0.3444, -0.1248, -1.9244], [0.1275, -0.0021, -0.5594], [-0.4983, -0.6721, -2.4861], [0.4030, 0.8586, -2.4443], [1.2045, -0.8430, -2.1496], [-0.8404, -0.5239, 2.3130], [-0.4165, 0.4122, 1.3333], [-0.5767, 0.4885, 2.2881], [1.1801, 0.8668, -0.1467], [2.6841, 1.2519, 0.5565], [2.0900, 1.4306, -0.2063], [-1.1660, -1.1369, -0.1702], [-1.8047, -2.3053, 0.8257], [-1.9924, -1.5619, 0.2169]],
  "atomic_forces_ev_per_a": [[-0.69, -0.31, -1.43], [-0.24, -0.88, -1.68], [0.61, 0.36, 1.29], [0.58, -0.65, 0.55], [-0.67, 1.02, 0.50], [0.43, 2.94, 0.85], [0.09, 1.10, 0.18], [-0.63, -3.88, -0.77], [2.81, 1.94, 0.48], [-0.97, -0.02, -0.67], [-1.14, -1.21, 0.55], [-1.23, -1.41, 1.23], [0.37, 0.77, -0.81], [0.67, 0.24, -0.27]],
  "mulliken_spin": [-0.005, 0.760, 0.070, -0.001, 0.074, 0.000, 0.001, 0.000, -0.013, -0.005, 0.109, -0.003, 0.000, 0.011]
}



{
  "formula": "CHAs2Br2F12O3Pt",
  "method": "ωB97M-V/def2-TZVPD",
  "homo_ev": [-0.4, -0.8],
  "multiplicity": 3,
  "gap_ev": [3.691, 2.916],
  "relative_energy_kcal_mol": 104.4,
  "total_charge": -3,
  "lumo_ev": [3.2, 2.1],
  "symbols": ["Pt", "As", "F", "F", "F", "F", "F", "F", "As", "F", "F", "F", "F", "F", "F", "O", "C", "O", "O", "H", "Br", "Br"],
  "xyz": [[15.7356, 16.5576, 6.9876], [15.2890, 10.4388, 6.3257], [14.2502, 10.7267, 4.8520], [13.9259, 9.5755, 7.0633], [16.3608, 10.3441, 7.7523], [16.5934, 11.2265, 5.4226], [14.7203, 12.0903, 6.8506], [15.8556, 8.8170, 5.7163], [9.6827, 15.8931, 6.5931], [9.9385, 17.0686, 5.2156], [10.2981, 14.6026, 5.5120], [9.6012, 14.7951, 7.9930], [9.2782, 17.2986, 7.6246], [8.0120, 15.5825, 6.0310], [11.4058, 16.1875, 7.0225], [20.9004, 14.5393, 8.4228], [19.7950, 15.1790, 8.1882], [18.7532, 14.9195, 8.8199], [19.5934, 16.0043, 7.3168], [21.4936, 15.0310, 7.8503], [15.0615, 20.5834, 8.5852], [14.8401, 15.8719, 2.6741]],
  "atomic_forces_ev_per_a": [[-0.33, 0.22, -0.45], [-0.85, 1.49, -1.74], [1.07, -0.90, 1.45], [1.13, 0.75, 0.01], [-1.07, -0.28, -0.94], [-0.38, -0.67, 0.65], [0.66, -2.15, 0.00], [-0.38, 1.52, 0.63], [2.90, 0.91, -1.19], [-0.79, -1.14, 1.29], [-1.09, 0.77, 1.03], [-0.64, 0.71, -1.16], [-0.47, -1.32, -0.72], [1.19, 0.30, 0.93], [-1.35, -0.21, -0.12], [0.97, -0.02, 0.25], [-1.75, -0.48, -0.01], [-0.83, -0.46, 1.10], [0.54, 1.19, -1.05], [1.01, -0.21, -0.30], [0.24, -0.17, -0.01], [0.24, 0.15, 0.36]],
  "mulliken_spin": [1.479, 0.001, 0.000, 0.000, 0.000, 0.000, -0.001, 0.000, 0.000, 0.000, 0.000, 0.000, 0.000, 0.000, 0.002, -0.004, -0.075, 0.689, 0.401, 0.001, 0.009, -0.502]
}



{
  "formula": "CHBaF3NO4S2",
  "method": "ωB97M-V/def2-TZVPD",
  "homo_ev": -3.0,
  "multiplicity": 1,
  "gap_ev": 4.694,
  "relative_energy_kcal_mol": 76.5,
  "total_charge": -1,
  "lumo_ev": 1.7,
  "symbols": ["N", "S", "O", "S", "O", "O", "C", "F", "F", "F", "Ba", "O", "H"],
  "xyz": [[-0.3737, 0.2994, 2.1063], [-1.7486, -0.3369, 1.2198], [-2.3710, -1.1514, -1.8542], [1.0103, 0.2846, 1.4289], [1.1856, -0.7340, 0.3168], [2.1301, 0.3406, 2.3744], [1.2433, 1.8710, 0.4544], [0.3889, 1.9302, -0.5607], [1.0242, 2.9087, 1.2546], [2.4788, 1.9581, -0.0255], [-0.6825, -2.2054, -0.6836], [-2.2730, -2.6216, -2.5534], [-2.0122, -2.5432, -3.4779]],
  "atomic_forces_ev_per_a": [[1.25, -0.12, -0.45], [-0.22, 0.25, 0.16], [-0.38, -1.88, -2.14], [-0.29, -0.95, 0.67], [0.08, 0.91, 0.74], [-0.89, 0.15, -0.99], [-0.29, -1.21, 0.85], [-0.24, 0.19, -0.45], [0.01, 0.53, 0.09], [0.61, 0.29, -0.41], [1.11, -0.07, 1.20], [-0.62, 1.12, 0.71], [-0.15, 0.81, 0.02]],
  "lowdin_charge": [-0.736, 0.082, -0.644, 0.450, -0.680, -0.362, -0.716, 0.114, 0.118, 0.114, 1.711, -0.472, 0.021]
}



{
  "formula": "CHBr2N",
  "method": "ωB97M-V/def2-TZVPD",
  "homo_ev": -10.5,
  "multiplicity": 1,
  "gap_ev": 10.802,
  "relative_energy_kcal_mol": 0.0,
  "lumo_ev": 0.3,
  "symbols": ["C", "N", "Br", "Br", "H"],
  "xyz": [[1.6962, 0.0858, 0.0015], [0.5622, 0.5618, -0.0004], [3.1990, 1.2011, -0.0001], [2.1743, -1.8027, -0.0001], [-0.2506, -0.0400, -0.0001]],
  "atomic_forces_ev_per_a": [[-0.12, -0.70, -0.01], [-0.18, 0.47, 0.01], [0.35, 0.19, 0.00], [-0.23, 0.42, 0.00], [0.18, -0.39, 0.00]],
  "nbo_charge": [0.101, -0.623, 0.115, 0.023, 0.383]
}



{
  "formula": "CHBr2NO",
  "method": "ωB97M-V/def2-TZVPD",
  "homo_ev": [-9.3, -9.0],
  "multiplicity": 1,
  "gap_ev": [7.932, 7.894],
  "relative_energy_kcal_mol": 90.3,
  "lumo_ev": [-1.3, -1.1],
  "symbols": ["C", "N", "O", "Br", "Br", "H"],
  "xyz": [[-1.0660, -0.1415, 0.7168], [0.8406, 0.9349, -1.1162], [-2.1981, 0.1675, 0.7272], [0.0702, -1.1915, 1.8086], [1.9152, -0.2014, -0.3502], [0.4381, 0.4320, -1.7861]],
  "atomic_forces_ev_per_a": [[-2.34, 1.53, -1.28], [0.94, 3.64, 3.27], [2.02, -0.81, 0.39], [-0.39, -0.92, 1.53], [2.18, -0.76, -0.04], [-2.41, -2.68, -3.87]],
  "nbo_charge": [0.426, -0.634, -0.460, 0.066, 0.300, 0.302]
}



{
  "formula": "CHBr3",
  "method": "ωB97M-V/def2-TZVPD",
  "homo_ev": [-15.8, -15.7],
  "multiplicity": 2,
  "gap_ev": [9.708, 5.333],
  "relative_energy_kcal_mol": 3.6,
  "total_charge": 1,
  "lumo_ev": [-6.1, -10.4],
  "symbols": ["C", "Br", "Br", "Br", "H"],
  "xyz": [[18.2544, -0.6934, 15.0910], [20.0149, -0.9125, 16.1026], [17.7639, -2.4304, 14.2799], [18.7740, 0.7100, 13.7208], [17.4499, -0.3243, 15.7271]],
  "atomic_forces_ev_per_a": [[0.69, -1.29, -1.08], [-1.52, 0.84, -1.22], [0.39, 1.68, 0.66], [0.04, -1.35, 1.63], [0.41, 0.12, 0.01]],
  "mulliken_spin": [-0.052, 0.546, 0.012, 0.496, -0.002]
}